(1)
A structure of composition C11H28AlBrNO4S in a non-equilibrium geometry, computed with ωB97M-V/def2-TZVPD.

Geometry as ORCA input:
```
! RIJCOSX wB97M-V def2-TZVPD def2/J DEFGRID3
* xyz -1 1
C -1.16 0.56 -0.05
C -0.25 0.22 -1.31
Al 1.71 0.28 -0.78
C 2.19 1.97 0.31
C 2.69 1.58 1.72
C 4.26 1.55 1.77
Br 2.12 2.88 3.15
C 3.01 0.24 -2.40
C 4.21 -0.64 -2.00
O 3.71 -1.99 -1.87
C 5.41 -0.67 -3.02
N 5.30 0.31 -4.14
H -0.53 0.77 0.83
H -1.85 -0.27 0.20
H -1.79 1.43 -0.29
H -0.52 0.89 -2.15
H -0.52 -0.82 -1.59
H 2.07 -1.01 0.14
H 1.36 2.69 0.31
H 3.04 2.47 -0.20
H 2.29 0.60 2.02
H 4.55 0.55 2.14
H 4.70 1.66 0.77
H 4.66 2.35 2.41
H 3.33 1.27 -2.65
H 2.47 -0.13 -3.29
H 4.58 -0.34 -1.01
H 4.17 -2.37 -1.13
H 5.45 -1.70 -3.43
H 6.34 -0.52 -2.45
H 5.01 -0.24 -4.94
H 6.26 0.54 -4.37
O -4.75 0.35 0.62
S -4.86 -0.37 1.85
O -4.13 -1.59 2.09
O -6.42 -0.64 2.15
C -7.20 -1.28 1.13
C -6.95 -2.77 1.08
C -4.56 0.73 3.20
H -7.01 -0.81 0.16
H -8.24 -1.09 1.38
H -5.93 -2.99 0.74
H -7.64 -3.25 0.39
H -7.06 -3.22 2.07
H -5.15 1.63 3.05
H -3.50 0.97 3.19
H -4.83 0.24 4.13
*
```

The molar mass is 377.3 g mol⁻¹. As for the LUMO energy: 2.295 eV. The orbital gap comes out at 6.653 eV. The calculation puts the HOMO energy at -4.358 eV.

---

(2)
A structure of composition C46H36HfIN4O2P2S in a non-equilibrium geometry, computed with ωB97M-V/def2-TZVPD.

Geometry as ORCA input:
```
! RIJCOSX wB97M-V def2-TZVPD def2/J DEFGRID3
* xyz 3 1
Hf -0.11 -0.23 0.21
S -0.84 1.11 7.48
N 0.46 1.16 6.55
C 0.05 1.08 5.30
C 0.89 1.10 4.13
C 2.27 1.26 4.18
C 2.99 1.31 3.01
C 2.32 1.15 1.81
N 1.00 0.97 1.73
C 0.27 0.97 2.87
C -1.18 0.87 2.75
N -1.71 0.77 1.50
C -3.04 0.74 1.38
C -3.91 0.76 2.46
C -3.39 0.82 3.73
C -1.99 0.89 3.89
C -1.36 0.97 5.18
N -1.97 0.98 6.35
H 2.75 1.35 5.15
H 4.06 1.47 3.01
H 2.86 1.18 0.87
H -3.43 0.72 0.37
H -4.98 0.72 2.29
H -4.01 0.82 4.62
C 2.67 -0.24 -1.82
C 1.92 -1.29 -2.65
P 0.12 -0.92 -2.87
C -0.71 -1.91 -1.51
C -1.99 -1.43 -1.14
C -2.84 -2.19 -0.34
C -2.42 -3.43 0.12
C -1.17 -3.92 -0.22
C -0.31 -3.16 -1.03
C -0.31 -1.96 -4.31
C 0.34 -3.15 -4.61
C -0.02 -3.86 -5.75
C -1.03 -3.38 -6.58
C -1.68 -2.19 -6.28
C -1.31 -1.47 -5.15
C 2.28 1.19 -2.20
P 0.65 1.68 -1.48
C 0.94 3.19 -0.48
C 2.08 3.99 -0.52
C 2.14 5.14 0.26
C 1.07 5.51 1.05
C -0.09 4.75 1.06
C -0.14 3.59 0.30
C -0.36 2.39 -2.82
C 0.24 3.11 -3.84
C -0.55 3.70 -4.82
C -1.93 3.60 -4.75
C -2.53 2.90 -3.71
C -1.75 2.29 -2.75
H 3.74 -0.38 -1.99
H 2.51 -0.42 -0.75
H 2.09 -2.29 -2.23
H 2.32 -1.29 -3.66
H -2.38 -0.56 -1.67
H -3.85 -1.86 -0.14
H -3.09 -4.04 0.72
H -0.86 -4.90 0.12
H 0.63 -3.60 -1.34
H 1.13 -3.54 -3.98
H 0.49 -4.78 -5.99
H -1.31 -3.94 -7.46
H -2.45 -1.81 -6.93
H -1.80 -0.53 -4.92
H 2.22 1.28 -3.28
H 3.03 1.90 -1.85
H 2.92 3.74 -1.15
H 3.04 5.75 0.24
H 1.13 6.42 1.64
H -0.95 5.06 1.63
H -1.06 3.01 0.27
H 1.32 3.22 -3.89
H -0.08 4.26 -5.62
H -2.55 4.08 -5.50
H -3.61 2.85 -3.65
H -2.21 1.75 -1.93
I 2.51 -5.20 6.83
C 1.88 -4.16 5.14
C 0.51 -3.98 4.90
C 0.09 -3.28 3.80
C 1.03 -2.75 2.90
C 2.40 -2.95 3.13
C 2.82 -3.64 4.25
C 0.58 -1.97 1.79
O 1.36 -1.51 0.87
O -0.65 -1.61 1.65
H -0.21 -4.41 5.58
H -0.96 -3.14 3.60
H 3.13 -2.55 2.43
H 3.88 -3.79 4.43
*
```

The molar mass is 1076.2 g mol⁻¹. As for the LUMO energy: -9.444 eV. The orbital gap comes out at 5.935 eV. The calculation puts the HOMO energy at -15.380 eV.

---

(3)
A cluster of 2 separate species, C4H12NS in total in a non-equilibrium geometry, computed with ωB97M-V/def2-TZVPD.

Geometry as ORCA input:
```
! RIJCOSX wB97M-V def2-TZVPD def2/J DEFGRID3
* xyz -2 2
C -0.72 1.00 1.21
N -1.26 -0.31 1.55
C -2.72 -0.25 1.34
C -0.60 -1.42 0.77
H -1.29 1.77 1.65
H -0.76 1.16 0.11
H 0.35 1.00 1.54
H -3.24 -1.19 1.42
H -3.20 0.38 2.05
H -3.02 0.14 0.34
H -1.04 -2.37 1.09
H 0.46 -1.40 0.99
H -0.85 -1.26 -0.29
C 2.82 0.38 -2.08
S 1.20 0.27 -1.28
H 3.27 1.35 -1.74
H 3.50 -0.39 -1.77
H 2.78 0.35 -3.20
*
```

The molar mass is 106.2 g mol⁻¹. As for the LUMO energy (spin up / spin down): 6.173 / 6.151 eV. The orbital gap (spin up / spin down) comes out at 1.998 / 5.889 eV. The calculation puts the HOMO energy (spin up / spin down) at 4.174 / 0.262 eV.

---

(4)
An isolated molecule of C3H2O2S2 in a non-equilibrium geometry, computed with ωB97M-V/def2-TZVPD.

Geometry as ORCA input:
```
! RIJCOSX wB97M-V def2-TZVPD def2/J DEFGRID3
* xyz 0 1
C 0.89 0.96 -0.48
C -0.06 0.27 -1.06
C 0.14 -0.67 1.35
O -0.01 -1.48 2.31
O -2.20 -0.78 0.05
S 1.20 0.71 1.21
S -0.76 -1.16 -0.17
H 1.30 1.78 -1.10
H -0.51 0.37 -2.11
*
```

The molar mass is 134.2 g mol⁻¹. As for the LUMO energy: -0.755 eV. The orbital gap comes out at 8.910 eV. The calculation puts the HOMO energy at -9.665 eV.

---

(5)
A structure of composition C48H62AsN4O2PPtSi, computed with ωB97M-V/def2-TZVPD.

Geometry as ORCA input:
```
! RIJCOSX wB97M-V def2-TZVPD def2/J DEFGRID3
* xyz 0 1
Pt -1.00 0.34 -1.13
C 8.03 2.35 9.62
O 8.41 1.95 8.31
C 7.42 1.70 7.42
C 7.83 1.31 6.14
C 6.90 1.04 5.17
C 5.53 1.15 5.43
C 5.14 1.54 6.70
C 6.06 1.82 7.70
C 4.58 0.85 4.36
N 4.90 0.51 3.14
C 3.71 0.33 2.49
C 2.65 0.56 3.33
N 3.22 0.89 4.53
C 1.29 0.45 2.92
C 0.20 0.67 3.78
C -1.07 0.55 3.28
C -1.24 0.26 1.93
N -0.22 0.06 1.10
C 1.04 0.11 1.58
C 2.16 -0.20 0.68
N 1.87 -0.64 -0.56
C 2.87 -0.92 -1.37
C 4.22 -0.79 -1.02
C 4.53 -0.37 0.25
C 3.48 -0.07 1.13
H 8.96 2.49 10.17
H 7.43 1.59 10.11
H 7.48 3.29 9.59
H 8.89 1.22 5.95
H 7.21 0.73 4.18
H 4.09 1.65 6.95
H 5.72 2.13 8.67
H 2.74 1.12 5.38
H 0.36 0.93 4.82
H -1.94 0.69 3.91
H -2.22 0.16 1.49
H 2.60 -1.27 -2.36
H 4.99 -1.03 -1.74
H 5.55 -0.27 0.59
C -0.71 2.70 -3.84
Si -1.45 1.03 -3.33
C -3.36 1.27 -3.60
C -4.14 0.10 -3.00
C -3.75 1.43 -5.07
C -3.76 2.55 -2.86
C -0.68 -0.17 -4.65
C -1.45 -1.48 -4.79
C 0.74 -0.48 -4.17
C -0.56 0.46 -6.04
H -1.01 2.96 -4.85
H 0.38 2.67 -3.80
H -1.02 3.51 -3.18
H -3.91 -0.84 -3.49
H -5.22 0.28 -3.12
H -3.92 -0.02 -1.94
H -3.60 0.51 -5.64
H -3.20 2.23 -5.56
H -4.82 1.68 -5.14
H -3.40 2.56 -1.84
H -4.86 2.63 -2.84
H -3.38 3.44 -3.37
H -1.62 -1.97 -3.83
H -0.89 -2.19 -5.42
H -2.42 -1.34 -5.26
H 0.72 -0.94 -3.18
H 1.35 0.42 -4.09
H 1.24 -1.17 -4.87
H -1.53 0.77 -6.45
H -0.13 -0.27 -6.74
H 0.09 1.33 -6.04
C -6.54 -0.57 -0.09
P -5.17 -0.12 0.99
C -5.88 -0.12 2.65
C -4.78 1.61 0.62
O -4.00 -1.04 0.88
H -7.38 0.11 0.04
H -6.86 -1.59 0.14
H -6.19 -0.53 -1.12
H -6.76 0.51 2.71
H -5.13 0.25 3.36
H -6.14 -1.14 2.93
H -5.04 2.26 1.46
H -5.35 1.95 -0.25
H -3.72 1.72 0.39
C -1.21 2.13 -0.55
C -0.23 3.21 -0.66
C -0.66 4.53 -0.49
C 0.24 5.59 -0.56
C 1.60 5.33 -0.69
C 2.05 4.02 -0.81
C 1.14 2.97 -0.84
H -1.71 4.72 -0.32
H -0.11 6.61 -0.46
H 2.31 6.15 -0.71
H 3.11 3.81 -0.91
H 1.48 1.96 -1.01
C -1.22 -2.90 0.67
As -1.26 -2.18 -1.14
C -2.94 -3.02 -1.65
C 0.09 -3.37 -1.98
C -0.19 -4.84 -1.84
C 0.32 -5.56 -0.77
C 0.04 -6.92 -0.62
C -0.75 -7.57 -1.56
C -1.26 -6.85 -2.64
C -0.98 -5.50 -2.77
H -1.37 -3.97 0.64
H -2.03 -2.42 1.22
H -0.26 -2.67 1.15
H -2.91 -4.08 -1.41
H -3.15 -2.89 -2.71
H -3.70 -2.51 -1.06
H 1.03 -3.09 -1.51
H 0.15 -3.09 -3.03
H 0.95 -5.06 -0.04
H 0.45 -7.46 0.22
H -0.96 -8.62 -1.45
H -1.87 -7.35 -3.38
H -1.37 -4.95 -3.62
*
```

The molar mass is 1056.1 g mol⁻¹. As for the LUMO energy (spin up / spin down): -0.080 / -0.080 eV. The orbital gap (spin up / spin down) comes out at 5.904 / 5.910 eV. The calculation puts the HOMO energy (spin up / spin down) at -5.984 / -5.990 eV.

---

(6)
A structure of composition C4H11BBeCl9 in a non-equilibrium geometry, computed with ωB97M-V/def2-TZVPD.

Geometry as ORCA input:
```
! RIJCOSX wB97M-V def2-TZVPD def2/J DEFGRID3
* xyz 1 1
Be 8.67 6.10 23.97
B 7.27 7.44 22.30
H 7.99 6.76 21.87
H 6.71 7.96 21.54
H 6.63 6.84 22.93
H 7.90 8.07 22.92
C 7.76 5.44 19.02
Cl 7.50 4.78 17.37
Cl 9.06 4.54 19.80
Cl 6.30 5.46 19.98
H 8.17 6.44 18.85
C 3.55 6.64 21.64
Cl 2.46 7.52 22.76
Cl 3.04 5.01 21.44
H 3.33 7.14 20.70
H 4.63 6.65 21.83
C 9.11 10.58 24.74
Cl 10.17 9.10 24.32
Cl 7.51 10.34 25.54
H 9.73 11.22 25.35
H 9.04 11.11 23.78
C 8.69 10.02 20.77
Cl 10.33 9.27 21.16
Cl 8.80 11.40 19.69
H 8.13 9.23 20.27
H 8.11 10.21 21.66
*
```

The molar mass is 398.0 g mol⁻¹. As for the LUMO energy: -9.799 eV. The orbital gap comes out at 3.185 eV. The calculation puts the HOMO energy at -12.984 eV.

---

(7)
A structure of composition CH4N2O2S in a non-equilibrium geometry, computed with ωB97M-V/def2-TZVPD.

Geometry as ORCA input:
```
! RIJCOSX wB97M-V def2-TZVPD def2/J DEFGRID3
* xyz 0 1
C 0.10 0.38 -0.17
H 0.68 2.41 -0.29
H 0.69 1.08 -1.99
H -1.19 -1.00 -0.72
H -1.55 -2.36 1.28
N -0.29 1.25 -1.32
N -0.37 -0.91 -0.28
O -0.23 2.75 -0.76
O 0.70 0.80 0.82
S 0.10 -2.08 0.84
*
```

The molar mass is 108.1 g mol⁻¹. As for the LUMO energy: -0.576 eV. The orbital gap comes out at 8.918 eV. The calculation puts the HOMO energy at -9.494 eV.

---

(8)
A cluster of 11 separate species, C66H56N10O20 in total in a non-equilibrium geometry, computed with ωB97M-V/def2-TZVPD.

Geometry as ORCA input:
```
! RIJCOSX wB97M-V def2-TZVPD def2/J DEFGRID3
* xyz 0 1
O 4.15 5.34 35.21
N 4.04 6.56 35.09
O 4.38 7.29 35.98
C 3.38 7.21 33.90
C 3.39 8.62 33.68
C 2.79 9.12 32.56
C 2.12 8.25 31.65
C 2.02 6.90 31.91
C 2.67 6.33 33.03
H 3.91 9.17 34.45
H 3.00 10.15 32.29
H 1.58 8.58 30.78
H 1.50 6.27 31.19
H 2.65 5.27 33.25
O 8.41 12.05 26.36
N 7.21 12.07 26.02
O 6.25 11.98 26.83
C 6.81 12.17 24.62
C 7.81 11.95 23.70
C 7.42 12.03 22.35
C 6.13 12.36 21.89
C 5.18 12.54 22.85
C 5.51 12.52 24.22
H 8.83 11.72 23.97
H 8.17 11.87 21.58
H 5.90 12.28 20.84
H 4.14 12.69 22.59
H 4.77 12.78 24.96
O -1.41 12.16 34.51
N -1.76 11.00 34.87
O -2.18 10.77 35.97
C -1.87 9.88 33.93
C -1.25 10.10 32.72
C -1.20 9.00 31.87
C -1.88 7.80 32.12
C -2.61 7.68 33.29
C -2.54 8.70 34.27
H -0.83 11.05 32.40
H -0.87 9.26 30.88
H -1.77 6.97 31.43
H -3.10 6.75 33.53
H -3.14 8.71 35.17
O 1.56 7.99 21.43
N 2.50 8.76 21.09
O 2.93 9.61 21.88
C 3.09 8.74 19.79
C 3.76 9.90 19.29
C 4.30 9.90 17.98
C 4.15 8.75 17.18
C 3.57 7.63 17.73
C 3.08 7.59 19.01
H 3.86 10.77 19.94
H 4.76 10.76 17.53
H 4.34 8.67 16.12
H 3.36 6.79 17.09
H 2.61 6.75 19.49
O -3.86 12.31 26.14
N -3.52 11.96 24.99
O -3.93 12.55 23.97
C -2.76 10.73 24.77
C -2.18 10.05 25.88
C -1.32 8.98 25.72
C -0.96 8.65 24.43
C -1.60 9.21 23.33
C -2.47 10.32 23.51
H -2.32 10.40 26.89
H -0.74 8.48 26.48
H -0.28 7.81 24.34
H -1.38 8.80 22.36
H -2.84 10.82 22.62
O -0.27 12.76 23.16
N 0.27 12.60 22.07
O 1.47 12.37 21.93
C -0.60 12.77 20.84
C -1.87 13.36 21.02
C -2.74 13.50 19.98
C -2.33 13.05 18.72
C -1.12 12.36 18.51
C -0.23 12.25 19.56
H -2.16 13.75 21.98
H -3.68 14.03 20.03
H -2.98 13.26 17.88
H -0.86 12.19 17.48
H 0.75 11.81 19.52
O 1.65 5.86 28.76
N 1.44 5.08 27.89
O 1.22 3.90 28.16
C 1.59 5.45 26.42
C 1.87 6.76 26.00
C 2.16 7.00 24.67
C 2.20 6.00 23.77
C 1.90 4.70 24.06
C 1.65 4.41 25.41
H 2.09 7.53 26.73
H 2.35 7.98 24.27
H 2.43 6.21 22.74
H 1.85 3.93 23.31
H 1.58 3.36 25.64
O -4.95 15.59 24.49
N -4.14 16.07 23.68
O -4.51 16.82 22.80
C -2.70 15.77 23.83
C -2.24 15.32 25.09
C -0.88 15.16 25.43
C 0.07 15.50 24.49
C -0.36 16.04 23.29
C -1.72 16.22 22.97
H -2.92 14.91 25.83
H -0.60 14.62 26.32
H 1.11 15.29 24.72
H 0.46 16.40 22.68
H -1.96 16.66 22.01
O 5.52 9.72 29.87
N 5.83 10.73 30.52
O 4.98 11.33 31.12
C 7.27 11.09 30.52
C 8.10 10.61 29.53
C 9.42 11.01 29.59
C 9.96 11.82 30.58
C 9.09 12.23 31.61
C 7.78 11.83 31.58
H 7.74 9.91 28.79
H 10.14 10.57 28.91
H 11.03 11.88 30.70
H 9.58 12.90 32.30
H 7.12 12.12 32.39
O -0.67 12.43 27.49
N 0.02 11.49 27.93
O -0.29 10.90 28.95
C 1.19 11.04 27.07
C 2.19 10.22 27.62
C 3.32 9.88 26.86
C 3.42 10.33 25.53
C 2.45 11.19 24.96
C 1.31 11.49 25.71
H 2.06 9.83 28.62
H 4.13 9.38 27.37
H 4.32 10.14 24.97
H 2.59 11.60 23.97
H 0.58 12.20 25.37
C 6.07 6.84 27.53
C 5.58 6.31 28.71
C 4.84 5.14 28.74
C 4.73 4.44 27.52
C 5.21 4.97 26.29
C 5.90 6.17 26.34
H 6.56 7.81 27.48
H 5.67 6.88 29.62
H 4.47 4.78 29.68
H 4.09 3.57 27.50
H 5.03 4.49 25.34
H 6.18 6.63 25.40
*
```

The molar mass is 1309.2 g mol⁻¹. As for the LUMO energy: -1.684 eV. The orbital gap comes out at 7.624 eV. Its SMILES is O=[N+]([O-])c1ccccc1.O=[N+]([O-])c1ccccc1.O=[N+]([O-])c1ccccc1.O=[N+]([O-])c1ccccc1.O=[N+]([O-])c1ccccc1.O=[N+]([O-])c1ccccc1.O=[N+]([O-])c1ccccc1.O=[N+]([O-])c1ccccc1.O=[N+]([O-])c1ccccc1.O=[N+]([O-])c1ccccc1.c1ccccc1. The calculation puts the HOMO energy at -9.309 eV.

---

Q: Which formula does entry 5 have?
A: C48H62AsN4O2PPtSi